An isolated ion of composition C5H12NO and charge +1 in a non-equilibrium geometry, computed with the ωB97M-V functional and the def2-TZVPD basis.

```
! RIJCOSX wB97M-V def2-TZVPD def2/J DEFGRID3
* xyz 1 1
C -0.05 1.00 0.72
C -0.11 -0.65 1.07
C -1.30 -1.05 1.89
C 1.23 0.97 -1.89
C 0.46 -0.32 -1.46
N -0.40 -0.10 -0.17
O 1.00 -1.46 1.20
H -0.89 1.43 1.07
H 0.85 1.47 0.63
H -1.63 -2.01 1.38
H -2.14 -0.32 1.53
H -1.03 -0.90 2.93
H 0.39 1.69 -2.25
H 1.76 1.40 -0.97
H 1.95 0.87 -2.68
H 1.27 -0.90 -1.12
H -0.22 -0.87 -2.09
H -1.39 -0.16 -0.42
H 0.65 -2.24 1.73
*
```

Values from the calculation:
LUMO energy, eV: -3.312
Structure (SMILES): CC[N@@H+]1C[C@]1(C)O

=====

An isolated ion of composition C5H12NO and charge +1 in a non-equilibrium geometry, computed with the ωB97M-V functional and the def2-TZVPD basis.

```
! RIJCOSX wB97M-V def2-TZVPD def2/J DEFGRID3
* xyz 1 1
C 0.04 -1.15 1.80
O 1.27 -0.30 1.71
C -1.08 -0.46 1.04
C -1.14 -0.70 -0.50
C -0.55 0.41 -1.39
C 1.56 1.49 -1.72
N 0.77 0.89 -0.98
H 0.44 -2.00 1.26
H -0.19 -1.37 2.83
H 1.63 -0.10 2.57
H -1.05 0.63 1.20
H -2.01 -0.77 1.50
H -0.72 -1.64 -0.78
H -2.19 -0.71 -0.67
H -0.44 0.11 -2.41
H -1.28 1.22 -1.40
H 2.46 2.01 -1.31
H 1.44 1.67 -2.78
H 1.02 0.76 0.03
*
```

Values from the calculation:
LUMO energy, eV: -4.632
Structure (SMILES): C=[NH+]CCCCO